C12H24O6S3 | ωB97M-V/def2-TZVPD

Calculated values
ΔE to the lowest compared entry with this formula, charge and spin   188.1 kJ/mol
LUMO   0.024 Eh
E   -2117.4970 a.u.
HOMO   -10.0 eV
Gap between HOMO and LUMO   0.392 hartree
SMILES   O=S1(=O)CCCC1.O=S1(=O)CCCC1.O=S1(=O)CCCC1

ORCA input file:
```
! RIJCOSX wB97M-V def2-TZVPD def2/J DEFGRID3
* xyz 0 1
O -2.137 3.424 -8.313
S -1.739 4.286 -7.181
O -1.629 5.751 -7.214
C -2.957 3.960 -5.889
C -2.298 3.293 -4.636
C -0.848 3.867 -4.803
C -0.282 3.593 -6.257
H -3.703 3.349 -6.399
H -3.350 4.919 -5.551
H -2.864 3.444 -3.716
H -2.141 2.219 -4.735
H -0.106 3.469 -4.112
H -0.714 4.900 -4.482
H -0.564 2.565 -6.482
H 0.610 4.069 -6.666
O -2.703 -2.755 -1.089
S -2.867 -2.123 0.208
O -2.316 -0.842 0.552
C -4.725 -2.007 0.556
C -4.991 -3.225 1.523
C -3.848 -4.203 1.478
C -2.581 -3.303 1.420
H -5.285 -1.867 -0.369
H -4.954 -1.076 1.075
H -4.823 -2.935 2.560
H -5.935 -3.751 1.381
H -3.902 -4.673 0.496
H -3.768 -4.971 2.248
H -1.664 -3.798 1.101
H -2.478 -2.714 2.332
O 4.051 -2.750 3.662
S 4.089 -1.526 4.392
O 2.850 -1.107 4.999
C 5.288 -1.676 5.821
C 6.336 -0.552 5.611
C 6.408 -0.401 4.071
C 5.041 -0.150 3.492
H 5.802 -2.637 5.842
H 4.729 -1.641 6.755
H 6.203 0.311 6.264
H 7.311 -0.841 6.004
H 7.135 -1.131 3.716
H 6.864 0.564 3.848
H 4.693 -0.089 2.461
H 4.764 0.758 4.027
*
```